# 1
Molecular formula: C35H30BrN5O5Pd
Method: DFT, the ωB97M-V functional and the def2-TZVPD basis

The geometry in XYZ format:
```
77
C35H30BrN5O5Pd, DFT the ωB97M-V functional and the def2-TZVPD basis
Pd 0.5908 -0.2221 -0.0357
C 0.7979 -2.1546 -7.8182
O 0.6946 -1.3183 -6.6423
C 0.4316 -0.0360 -6.7768
C 0.2474 0.6364 -7.9830
C -0.0350 1.9810 -7.9590
C -0.1586 2.6920 -6.7352
C 0.0200 2.0671 -5.5388
C 0.3349 0.6843 -5.5207
N 0.5059 -0.0527 -4.4117
C 0.5435 0.3488 -3.0495
N 1.2123 1.4801 -2.8121
C 1.3392 2.2349 -1.6079
C 1.0014 1.7881 -0.3402
C 1.1303 2.6845 0.7243
C 1.6286 3.9581 0.5274
C 2.0219 4.3799 -0.7417
C 1.8705 3.5227 -1.8120
O 2.1894 3.8214 -3.1072
C 2.7990 5.0884 -3.3587
N 0.0226 -0.4086 -2.1467
C -0.8091 -1.5114 -2.4586
C -1.8677 -1.4346 -3.3602
C -2.6899 -2.5290 -3.5849
C -2.4637 -3.7039 -2.8878
C -1.4414 -3.7863 -1.9496
C -0.6230 -2.6919 -1.7180
O 0.3773 -2.6643 -0.7931
C 0.5609 -3.8203 0.0325
H 1.6192 -1.8086 -8.4431
H -0.1443 -2.1409 -8.3633
H 1.0031 -3.1504 -7.4442
H 0.3246 0.1086 -8.9216
H -0.1782 2.5106 -8.8910
H -0.4131 3.7423 -6.7596
H -0.0993 2.6083 -4.6119
H 0.5316 -1.0593 -4.5510
H 1.7170 1.8935 -3.5842
H 0.8379 2.3765 1.7215
H 1.7223 4.6421 1.3615
H 2.4188 5.3743 -0.8798
H 3.0097 5.1162 -4.4231
H 3.7297 5.1849 -2.7982
H 2.1210 5.9013 -3.0967
H -2.0724 -0.4938 -3.8574
H -3.5127 -2.4546 -4.2819
H -3.0976 -4.5641 -3.0532
H -1.2966 -4.7057 -1.4017
H 1.3471 -3.5597 0.7341
H 0.8666 -4.6756 -0.5700
H -0.3551 -4.0531 0.5777
Br 5.6836 4.4524 1.0878
C 4.7984 2.8592 1.4972
C 4.2398 2.6972 2.7632
C 3.5732 1.5283 3.0547
C 3.4289 0.5507 2.0568
C 4.0685 0.6875 0.8129
C 4.7291 1.8552 0.5232
C 2.6271 -0.6772 2.3455
O 3.3834 -1.3148 3.1163
O 1.5276 -0.9998 1.8859
H 4.3379 3.4776 3.5042
H 3.1475 1.3657 4.0357
H 4.0152 -0.1103 0.0830
H 5.2024 2.0040 -0.4368
N -6.2969 -0.7928 2.9294
C -5.2425 -0.7109 2.4846
C -3.9217 -0.6039 1.9237
C -2.8473 -1.2521 2.5203
C -1.5978 -1.1247 1.9437
N -1.3949 -0.4031 0.8370
C -2.4279 0.2241 0.2673
C -3.7085 0.1511 0.7752
H -2.9795 -1.8420 3.4156
H -0.7274 -1.6038 2.3719
H -2.2084 0.8021 -0.6208
H -4.5232 0.6707 0.2923
```

Values from the calculation:
LUMO (spin up / spin down)	-5.11 / -8.55	eV
multiplicity	5
orbital gap (spin up / spin down)	0.274 / 0.164	hartree
charge	+2
HOMO energy (spin up / spin down)	-0.46160 / -0.47819	Ha

---

# 2
Molecular formula: C35H30CuN4O5STe
Method: DFT, the ωB97M-V functional and the def2-TZVPD basis

The geometry in XYZ format:
```
77
C35H30CuN4O5STe, DFT the ωB97M-V functional and the def2-TZVPD basis
Cu -0.1497 -0.1114 0.0454
C 5.6427 4.0123 0.8561
C 4.6298 2.9308 0.5552
C 4.9995 1.5974 0.4128
C 4.0957 0.5840 0.1449
C 4.6589 -0.8003 0.1892
O 5.7119 -1.0116 0.7742
C 3.9710 -1.9746 -0.4335
C 4.1127 -3.2166 0.1739
C 3.5458 -4.3446 -0.3978
C 2.8583 -4.2398 -1.5993
C 2.7257 -3.0018 -2.2139
C 3.2627 -1.8697 -1.6217
C 2.6898 0.8752 -0.0292
O 1.8670 -0.0470 -0.2355
C 2.2998 2.2708 0.1256
C 3.2853 3.2238 0.4312
C 0.9070 2.7229 0.0156
N -0.1078 1.9482 -0.1992
C -1.4350 2.5222 -0.4103
C -1.9900 2.1724 -1.7869
Te -1.2404 3.3317 -3.4287
C 0.3354 2.0427 -3.9847
C 1.6472 2.5019 -3.9949
C 2.6746 1.6704 -4.4259
C 2.3962 0.3743 -4.8332
C 1.0888 -0.0952 -4.8000
C 0.0595 0.7382 -4.3877
C 0.6597 4.1972 0.2377
C 0.1939 4.6362 1.4712
C -0.0466 5.9846 1.6990
C 0.1661 6.9106 0.6873
C 0.6287 6.4792 -0.5497
C 0.8822 5.1324 -0.7670
H 6.6312 3.5799 1.0190
H 5.3736 4.5760 1.7533
H 5.7260 4.7299 0.0342
H 6.0361 1.3084 0.5492
H 4.6594 -3.2825 1.1057
H 3.6252 -5.3031 0.1008
H 2.3937 -5.1159 -2.0375
H 2.1586 -2.9116 -3.1328
H 3.1133 -0.8939 -2.0675
H 2.9879 4.2523 0.5923
H -1.4875 3.6008 -0.2627
H -2.1041 2.0718 0.3253
H -3.0703 2.3273 -1.7986
H -1.7831 1.1308 -2.0336
H 1.8775 3.5088 -3.6666
H 3.6962 2.0310 -4.4154
H 3.1992 -0.2790 -5.1501
H 0.8684 -1.1129 -5.0994
H -0.9603 0.3712 -4.3839
H 0.0293 3.9129 2.2629
H -0.4051 6.3103 2.6686
H -0.0255 7.9621 0.8620
H 0.8021 7.1921 -1.3467
H 1.2518 4.7936 -1.7278
N -6.8866 -0.1346 -1.2753
C -6.3649 0.0888 -0.0557
S -7.3252 0.6606 1.1648
C -4.9124 -0.2096 0.0949
C -4.2354 0.1208 1.2633
C -2.8801 -0.1379 1.3617
N -2.1621 -0.6865 0.3781
C -2.8171 -1.0579 -0.7218
C -4.1694 -0.8322 -0.9071
H -7.8865 -0.0642 -1.3575
H -6.3867 -0.6519 -1.9766
H -4.7728 0.5843 2.0788
H -2.3279 0.1068 2.2632
H -2.2142 -1.5601 -1.4719
H -4.6145 -1.1593 -1.8371
O 0.2783 -1.7326 1.5748
N 0.2495 -2.6507 0.7057
O 0.4786 -3.8236 1.0019
O -0.0152 -2.3216 -0.4931
```

Values from the calculation:
LUMO	1.12	eV
multiplicity	1
orbital gap	0.188	hartree
charge	-1
HOMO energy	-0.14658	Ha

---

# 3
Molecular formula: C35H30NPPdS
Method: DFT, the ωB97M-V functional and the def2-TZVPD basis

The geometry in XYZ format:
```
69
C35H30NPPdS, DFT the ωB97M-V functional and the def2-TZVPD basis
Pd 0.2665 -0.0635 0.2528
C 1.0209 -4.2356 -1.3818
C 1.8663 -3.3072 -1.9869
C 2.3491 -2.2338 -1.2646
C 1.9899 -2.0884 0.0885
C 1.1115 -3.0064 0.6852
C 0.6475 -4.0880 -0.0573
P 2.3897 -0.5603 0.9448
C 4.0719 -0.0161 0.8489
C 4.4194 1.2055 1.4359
C 5.7432 1.6043 1.4308
C 6.7095 0.7920 0.8480
C 6.3626 -0.4243 0.2760
C 5.0407 -0.8381 0.2680
C 1.6420 -0.5102 2.5547
C 2.0040 -0.7224 3.8782
C 1.0318 -0.4818 4.8431
C -0.2400 -0.0380 4.4911
C -0.6039 0.2073 3.1635
C 0.3699 -0.0608 2.2374
H 0.6565 -5.0790 -1.9534
H 2.1510 -3.4287 -3.0231
H 3.0116 -1.5186 -1.7376
H 0.8469 -2.9139 1.7311
H 0.0031 -4.8194 0.4122
H 3.6705 1.8224 1.9176
H 6.0252 2.5432 1.8870
H 7.7445 1.1066 0.8496
H 7.1234 -1.0561 -0.1611
H 4.7753 -1.7925 -0.1656
H 3.0008 -1.0459 4.1481
H 1.2680 -0.6320 5.8876
H -0.9750 0.1286 5.2680
H -1.5901 0.5670 2.9062
C -3.1107 -4.9304 -1.2007
C -3.8862 -4.4411 0.0315
C -3.1506 -4.8681 1.3097
C -5.2661 -5.0989 0.0275
C -3.9692 -2.9146 -0.0144
C -5.1970 -2.2313 -0.0926
C -5.2815 -0.8544 -0.1491
C -4.0971 -0.1278 -0.1188
S -3.8533 1.5945 -0.1710
C -2.1695 1.3509 -0.0788
N -1.7944 0.0957 -0.0214
C -2.8688 -0.7849 -0.0359
C -2.8002 -2.1714 0.0123
C -1.1312 2.3745 -0.0221
C -1.3507 3.7343 -0.1983
C -0.2829 4.6192 -0.1469
C 1.0024 4.1524 0.0730
C 1.2446 2.7900 0.2607
C 0.1754 1.9269 0.1975
H -3.0318 -6.0184 -1.1830
H -2.1006 -4.5162 -1.2324
H -3.6194 -4.6419 -2.1218
H -3.0555 -5.9544 1.3386
H -3.6978 -4.5524 2.1993
H -2.1464 -4.4409 1.3649
H -5.1479 -6.1822 0.0539
H -5.8309 -4.8549 -0.8736
H -5.8557 -4.8117 0.8996
H -6.1172 -2.7958 -0.1131
H -6.2422 -0.3625 -0.2142
H -1.8306 -2.6535 0.0626
H -2.3529 4.1002 -0.3865
H -0.4566 5.6773 -0.2839
H 1.8329 4.8448 0.1065
H 2.2542 2.4472 0.4278
```

Values from the calculation:
LUMO	-7.33	eV
multiplicity	1
orbital gap	0.240	hartree
charge	+2
HOMO energy	-0.50934	Ha

---

Question: Which formula does entry 1 have?
Answer: C35H30BrN5O5Pd

---

Question: Look up the charge of the first one.
Answer: +2

---

Question: What is the formula in the first record?
Answer: C35H30BrN5O5Pd